(1)
C7H9ClN2O2 | ωB97M-V/def2-TZVPD

Its SMILES is NC[C@]1([N+](=O)[O-])C=C(Cl)C=CC1. For the orbital gap, the calculation gives 9.215 eV. As for the spin multiplicity: 1.

Geometry (Å):
N (-2.306, -0.615, -1.035)
C (-1.032, -0.092, -1.394)
C (-0.312, 0.415, -0.097)
N (-0.861, 1.797, 0.125)
O (-1.118, 2.087, 1.282)
O (-1.006, 2.621, -0.759)
C (1.328, 0.843, -0.465)
C (2.340, 0.128, 0.024)
Cl (3.950, 0.299, -0.574)
C (2.094, -0.946, 0.960)
C (0.897, -1.123, 1.571)
C (-0.413, -0.467, 1.220)
H (-3.109, -0.102, -1.408)
H (-2.420, -1.605, -1.167)
H (-1.050, 0.852, -2.044)
H (-0.285, -0.910, -1.880)
H (1.653, 1.706, -1.041)
H (2.894, -1.572, 1.254)
H (0.751, -1.845, 2.402)
H (-1.045, -1.280, 0.925)
H (-0.953, -0.190, 2.102)

Forces on atoms 1 to 3 (eV/Å):
N -1.198 0.279 -0.310
C 2.907 -0.545 -0.707
C 3.127 1.330 -0.324

Mulliken charges in e: atom 1 (N): -0.45, atom 2 (C): -0.80, atom 3 (C): 1.12, atom 4 (N): 0.98, atom 5 (O): -0.63, atom 6 (O): -0.62, atom 7 (C): -1.05, atom 8 (C): 0.59, atom 9 (Cl): -0.20, atom 10 (C): -0.48, atom 11 (C): -0.40, atom 12 (C): -1.16, atom 13 (H): 0.22, atom 14 (H): 0.20, atom 15 (H): 0.46, atom 16 (H): 0.26, atom 17 (H): 0.35, atom 18 (H): 0.45, atom 19 (H): 0.34, atom 20 (H): 0.33, atom 21 (H): 0.47

(2)
C24H29N10NdO3 | ωB97M-V/def2-TZVPD

Its total charge is +2. For the orbital gap (alpha / beta), the calculation gives 8.568 / 8.570 eV. As for the spin multiplicity: 4.

Geometry (Å):
Nd (-0.428, -0.652, -0.109)
C (-0.678, -5.021, -2.207)
C (-0.492, -4.012, -1.256)
N (-0.104, -2.783, -1.551)
C (0.155, -2.495, -2.846)
C (-0.032, -3.439, -3.883)
C (-0.462, -4.730, -3.532)
C (0.221, -3.080, -5.238)
C (0.673, -1.842, -5.551)
C (0.933, -0.881, -4.533)
C (1.476, 0.381, -4.828)
C (1.770, 1.241, -3.796)
C (1.472, 0.853, -2.486)
N (0.926, -0.313, -2.176)
C (0.673, -1.190, -3.176)
H (-0.986, -6.006, -1.896)
H (-0.658, -4.220, -0.205)
H (-0.603, -5.468, -4.308)
H (0.052, -3.823, -6.003)
H (0.867, -1.563, -6.574)
H (1.676, 0.645, -5.857)
H (2.231, 2.196, -3.991)
H (1.689, 1.514, -1.650)
N (-2.206, 2.919, 2.634)
N (-0.939, 2.528, 2.148)
C (-0.723, 1.345, 1.522)
O (0.412, 1.136, 1.008)
O (-1.692, 0.539, 1.403)
H (-2.244, 2.799, 3.647)
H (-2.872, 2.259, 2.232)
H (-0.178, 3.150, 2.372)
C (-3.932, 3.918, -2.005)
N (-3.105, 2.745, -1.856)
C (-3.511, 1.410, -2.225)
C (-2.337, 0.598, -1.697)
O (-2.248, -0.630, -1.640)
N (-1.392, 1.440, -1.238)
C (-1.904, 2.687, -1.276)
N (-1.261, 3.736, -0.781)
H (-4.814, 3.645, -2.576)
H (-3.396, 4.702, -2.544)
H (-4.257, 4.294, -1.033)
H (-3.617, 1.291, -3.308)
H (-4.450, 1.114, -1.754)
H (-0.444, 3.553, -0.215)
H (-1.740, 4.614, -0.658)
C (-4.669, -1.633, 2.978)
C (-4.248, -2.744, 2.004)
C (-2.948, -2.490, 1.476)
N (-1.912, -2.243, 1.042)
H (-5.684, -1.815, 3.322)
H (-4.634, -0.666, 2.484)
H (-4.014, -1.602, 3.844)
H (-4.939, -2.781, 1.156)
H (-4.264, -3.717, 2.502)
C (4.891, -1.781, 2.121)
N (3.492, -1.960, 1.840)
C (2.656, -2.818, 2.486)
C (1.427, -2.664, 1.912)
N (1.499, -1.717, 0.923)
C (2.763, -1.319, 0.917)
H (5.391, -2.748, 2.125)
H (5.032, -1.318, 3.099)
H (5.338, -1.148, 1.359)
H (2.991, -3.456, 3.279)
H (0.506, -3.170, 2.148)
H (3.169, -0.576, 0.256)

Forces on atoms 1 to 3 (eV/Å):
Nd 0.664 -1.136 -0.603
C 0.081 0.061 -0.225
C 0.048 0.038 0.102

Mulliken charges in e: atom 1 (Nd): 0.39, atom 2 (C): -1.13, atom 3 (C): -0.14, atom 4 (N): 0.23, atom 5 (C): 0.20, atom 6 (C): 0.87, atom 7 (C): -0.65, atom 8 (C): -0.89, atom 9 (C): -0.96, atom 10 (C): 1.02, atom 11 (C): -0.73, atom 12 (C): -1.01, atom 13 (C): -0.21, atom 14 (N): 0.11, atom 15 (C): 0.26, atom 16 (H): 0.43, atom 17 (H): 0.47, atom 18 (H): 0.47, atom 19 (H): 0.44, atom 20 (H): 0.45, atom 21 (H): 0.48, atom 22 (H): 0.47, atom 23 (H): 0.50, atom 24 (N): -0.70, atom 25 (N): 0.10, atom 26 (C): 0.56, atom 27 (O): -0.54, atom 28 (O): -0.60, atom 29 (H): 0.27, atom 30 (H): 0.28, atom 31 (H): 0.28, atom 32 (C): -1.11, atom 33 (N): 0.07, atom 34 (C): -0.41, atom 35 (C): 0.41, atom 36 (O): -0.60, atom 37 (N): 0.02, atom 38 (C): 0.16, atom 39 (N): -0.33, atom 40 (H): 0.40, atom 41 (H): 0.36, atom 42 (H): 0.37, atom 43 (H): 0.36, atom 44 (H): 0.41, atom 45 (H): 0.25, atom 46 (H): 0.25, atom 47 (C): -1.04, atom 48 (C): -0.39, atom 49 (C): 0.26, atom 50 (N): -0.03, atom 51 (H): 0.37, atom 52 (H): 0.24, atom 53 (H): 0.34, atom 54 (H): 0.25, atom 55 (H): 0.32, atom 56 (C): -0.87, atom 57 (N): 0.09, atom 58 (C): -0.66, atom 59 (C): -0.54, atom 60 (N): 0.25, atom 61 (C): -0.26, atom 62 (H): 0.36, atom 63 (H): 0.34, atom 64 (H): 0.30, atom 65 (H): 0.49, atom 66 (H): 0.47, atom 67 (H): 0.39

(3)
C4H6O4 | ωB97M-V/def2-TZVPD

For the orbital gap, the calculation gives 9.808 eV. As for the spin multiplicity: 1.

Geometry (Å):
C (-1.570, 0.059, -1.102)
C (-0.061, 0.275, -0.790)
C (0.481, 0.063, 0.678)
C (1.769, -0.528, 1.257)
H (-2.194, 2.041, -2.559)
H (-2.240, 0.442, -0.091)
H (-1.630, -1.234, -1.306)
H (0.671, -0.433, -1.324)
H (-0.353, 0.360, 1.276)
H (1.960, -1.627, 2.953)
O (-1.560, 1.000, -2.161)
O (0.587, 1.310, -0.082)
O (1.402, -0.827, 2.536)
O (2.737, -0.901, 0.715)

Forces on atoms 1 to 3 (eV/Å):
C 0.550 0.727 3.069
C 2.943 -4.158 2.501
C -0.951 2.810 -1.386

Mulliken charges in e: atom 1 (C): -0.14, atom 2 (C): -0.09, atom 3 (C): 0.04, atom 4 (C): 0.42, atom 5 (H): 0.39, atom 6 (H): 0.22, atom 7 (H): 0.22, atom 8 (H): 0.30, atom 9 (H): 0.26, atom 10 (H): 0.36, atom 11 (O): -0.61, atom 12 (O): -0.42, atom 13 (O): -0.48, atom 14 (O): -0.48

The records above give, respectively, calculated total energy values of -992.1444 -2266.4415 -456.7589 hartree.
The records above give, respectively, relative energy (zero: lowest compared OMol25 entry of this formula, charge and spin) values of 119.9 2.1 164.4 kcal/mol.